(1)
The following is a quantum chemistry calculation of a structure of composition C54H135F2N10O22S2Sn at a distorted geometry, from the Open Molecules 2025 dataset.

Structure (ORCA input):
```
! RIJCOSX wB97M-V def2-TZVPD def2/J DEFGRID3
* xyz 1 1
Sn 1.18758 -3.56920 2.20887
N 1.14124 -1.05463 0.92789
S 2.31034 -0.04477 0.48760
O 2.16350 1.17296 1.15138
O 2.89840 -0.20270 -0.79955
F 3.48408 -0.81209 1.30383
S -0.18328 -0.30697 0.32465
O -0.20436 0.06198 -1.01926
O -0.90598 0.48431 1.24161
F -1.06712 -1.63917 0.39776
C 4.16113 3.23025 5.64147
O 3.73050 2.02779 4.98441
C 2.94049 2.24695 3.86373
C 1.52954 2.80906 4.16826
N 0.98973 2.16427 5.33497
C -0.32514 2.58566 5.69224
C -0.80628 2.05173 7.03449
O -0.01334 2.32431 8.21025
C -0.17185 3.52317 8.77659
H 5.00014 2.87992 6.23794
H 3.36424 3.72661 6.20484
H 4.55324 3.96624 4.92439
H 2.74285 1.24181 3.48260
H 3.40502 2.80152 3.04064
H 0.83900 2.69172 3.32845
H 1.57676 3.91442 4.31366
H 1.65935 2.17200 6.08620
H -1.08028 2.36710 4.92922
H -0.34760 3.70363 5.76854
H -0.82444 0.94505 7.06703
H -1.86222 2.34445 7.20411
H -1.22333 3.78588 9.02496
H 0.11870 4.35047 8.11910
H 0.31001 3.56757 9.74569
C 0.15963 -3.72494 -1.73438
O -0.32079 -4.29400 -0.49344
C -0.77792 -5.65567 -0.69159
C -1.40206 -6.21175 0.55585
N -0.35742 -6.61965 1.52061
C -0.90238 -6.89857 2.83152
C 0.21700 -7.10777 3.80064
O 0.64280 -5.76736 4.29395
C 1.18778 -5.71647 5.61615
H -0.68394 -3.54146 -2.41812
H 0.93981 -4.29657 -2.25728
H 0.57932 -2.73195 -1.53842
H 0.17649 -6.16462 -0.87903
H -1.52099 -5.64829 -1.49367
H -2.12262 -6.99999 0.26526
H -2.08912 -5.53551 1.07657
H -0.01986 -7.52783 1.19375
H -1.47825 -7.85128 2.86213
H -1.66232 -6.23447 3.23601
H 1.10885 -7.59260 3.38646
H -0.12849 -7.60668 4.71673
H 0.61503 -6.20473 6.41141
H 1.14858 -4.64491 5.80405
H 2.23836 -6.02054 5.69076
C 3.73297 -0.62241 -3.73602
O 4.01624 -1.31591 -4.89786
C 3.25698 -2.47141 -5.12707
C 2.77697 -2.63652 -6.54080
N 1.52830 -3.44695 -6.53834
C 0.96345 -3.59029 -7.90561
C 1.67084 -4.72380 -8.64003
O 1.19013 -4.98435 -9.90689
C 1.59102 -4.11085 -10.93731
H 4.59908 -0.02706 -3.48591
H 3.36566 -1.31983 -2.97248
H 2.85549 0.04677 -3.80992
H 2.41115 -2.57089 -4.42270
H 3.88301 -3.35205 -4.89687
H 3.60887 -3.11138 -7.05552
H 2.58637 -1.63632 -6.97590
H 0.81344 -2.88107 -6.06798
H 0.88633 -2.63714 -8.44860
H -0.07618 -3.89638 -7.71391
H 1.54087 -5.61830 -8.04097
H 2.72957 -4.41296 -8.61344
H 2.60043 -4.32903 -11.33982
H 1.62707 -3.04790 -10.67774
H 0.90451 -4.34487 -11.75135
C -1.01039 3.79168 0.19007
O -2.18708 4.53097 0.41061
C -2.20002 5.25472 1.58001
C -3.39196 6.14985 1.72673
N -4.64369 5.40601 1.98517
C -5.18508 4.78645 0.76547
C -6.58590 4.25516 0.95430
O -6.66368 3.04586 0.21476
C -7.92119 2.65675 -0.41401
H -0.06541 4.30433 0.42329
H -0.97750 3.55573 -0.87468
H -1.04467 2.84694 0.74563
H -1.30776 5.93055 1.57423
H -1.95484 4.65201 2.47596
H -3.50259 6.76506 0.83793
H -3.19778 6.82333 2.56470
H -4.58819 4.75570 2.75334
H -4.52488 3.98032 0.43085
H -5.17407 5.58707 0.02410
H -7.34054 4.95747 0.58061
H -6.72634 4.03279 2.02268
H -7.69678 1.83014 -1.08682
H -8.19340 3.46911 -1.13862
H -8.78342 2.52583 0.23806
C -0.71550 -0.05576 -3.81552
O -1.01220 -0.56505 -5.06839
C -1.56807 0.45465 -5.84395
C -1.84015 -0.09432 -7.24438
N -2.22294 0.91695 -8.14259
C -2.20647 0.59603 -9.54352
C -0.88689 0.89762 -10.26489
O -0.60299 2.25637 -10.52224
C -1.28006 2.80203 -11.58776
H -1.47415 0.46882 -3.22048
H 0.03584 0.75626 -3.99325
H -0.15192 -0.73296 -3.18567
H -0.78746 1.22754 -5.98135
H -2.47125 0.83108 -5.35589
H -2.58010 -0.90619 -7.10606
H -0.89655 -0.54948 -7.56978
H -2.21717 1.89424 -7.87592
H -3.00246 1.19044 -10.02511
H -2.48257 -0.43258 -9.79708
H -0.82082 0.28983 -11.18992
H -0.04090 0.55935 -9.64818
H -1.07812 3.86889 -11.58575
H -2.34678 2.61184 -11.44993
H -0.95141 2.42375 -12.56280
C 5.70653 3.18275 0.18702
O 6.47158 2.66271 -0.86594
C 6.23429 1.29342 -1.12843
C 6.74599 0.25427 -0.16856
N 8.10829 -0.02630 -0.41666
C 8.62230 -1.15008 0.31018
C 8.78567 -0.91026 1.80285
O 9.21299 -2.10496 2.46680
C 8.20593 -2.96711 2.98806
H 4.64358 2.87393 0.16243
H 5.76895 4.26399 0.14533
H 6.05893 2.81126 1.16611
H 6.68352 1.06204 -2.09907
H 5.14901 1.13544 -1.28074
H 6.17563 -0.65474 -0.37077
H 6.53736 0.55164 0.87268
H 8.73366 0.76100 -0.28770
H 9.58615 -1.48501 -0.07029
H 7.95141 -2.01089 0.17655
H 7.95109 -0.46003 2.36330
H 9.62185 -0.20102 1.88588
H 8.60691 -3.97959 3.00914
H 7.27721 -2.91445 2.40554
H 8.03181 -2.68918 4.04333
C -3.47766 1.03518 4.59525
O -3.14225 -0.06000 5.40744
C -4.01038 -0.28852 6.48271
C -5.48799 -0.46242 6.25705
N -6.32702 0.67166 6.17502
C -7.71726 0.44766 6.29778
C -8.14294 0.08296 7.69571
O -9.42673 0.45484 7.92463
C -9.88752 0.11841 9.20082
H -4.46101 0.90089 4.12361
H -2.75878 1.09575 3.78153
H -3.50186 1.95605 5.19253
H -3.82945 0.45315 7.28544
H -3.62922 -1.21352 6.92719
H -5.83083 -1.17634 7.01194
H -5.58855 -1.05537 5.31166
H -6.15834 1.15655 5.30471
H -8.07985 -0.25767 5.53991
H -8.26163 1.39295 6.16717
H -7.41571 0.40938 8.45187
H -8.09491 -1.02517 7.77218
H -9.27284 -0.65698 9.67747
H -10.90043 -0.29001 9.18801
H -9.89768 1.01969 9.82285
C -2.26096 4.43206 -5.98471
O -1.85395 3.76085 -7.19367
C -0.62463 4.17188 -7.70103
C 0.56512 3.27583 -7.37826
N 1.05587 3.51651 -6.03447
C 2.02915 2.46342 -5.60190
C 2.50651 2.90370 -4.22898
O 1.47672 2.88632 -3.31632
C 1.89172 2.84577 -1.92243
H -1.43916 4.61074 -5.29452
H -2.98635 3.74195 -5.54015
H -2.82901 5.33551 -6.23537
H -0.47540 5.24704 -7.53510
H -0.69618 4.12410 -8.79785
H 1.36639 3.35932 -8.11557
H 0.20433 2.24759 -7.61033
H 0.31058 3.42590 -5.34110
H 2.94580 2.51720 -6.19161
H 1.61475 1.44860 -5.53400
H 3.02425 3.86862 -4.28528
H 3.30451 2.19880 -3.91621
H 2.31780 1.87646 -1.63845
H 1.00188 3.01590 -1.31639
H 2.59960 3.67624 -1.75904
C 3.99813 -3.51817 3.96845
O 3.00918 -2.49812 3.77313
C 2.77841 -1.75657 4.96761
C 1.34743 -1.29087 4.95158
N 0.48496 -2.43892 4.85233
C -0.93915 -2.15401 4.72147
C -1.65241 -3.44883 4.44533
O -1.83841 -3.67677 3.07267
C -2.93773 -2.82710 2.45670
H 3.60948 -4.28668 4.64980
H 4.89910 -3.04426 4.35679
H 4.24263 -4.03963 3.04202
H 3.29589 -0.79338 5.07143
H 2.84606 -2.32119 5.90664
H 1.14447 -0.61501 4.11945
H 1.17992 -0.71514 5.86548
H 0.51787 -3.00144 5.69850
H -1.23402 -1.42062 3.97072
H -1.30429 -1.78622 5.68929
H -2.60262 -3.50455 4.99593
H -1.03888 -4.26197 4.83925
H -2.76447 -1.77369 2.64763
H -3.86260 -3.08598 3.01286
H -3.03064 -3.17501 1.44062
*
```

Results
HOMO-LUMO gap = 4.025 eV


(2)
The following is a quantum chemistry calculation of a cluster of 9 separate species, C54H135N9 in total at a distorted geometry, from the Open Molecules 2025 dataset.

Structure (ORCA input):
```
! RIJCOSX wB97M-V def2-TZVPD def2/J DEFGRID3
* xyz 0 1
C 0.62667 -1.72945 -1.27502
C 0.92633 -0.27655 -1.04721
N 0.92429 0.10065 0.38378
C 1.29463 1.51047 0.52583
C 2.61526 1.80064 -0.12554
C -0.35521 -0.19405 0.99569
C -0.70391 0.52085 2.29855
H 1.47080 -2.31255 -0.90616
H 0.43932 -1.91684 -2.33291
H -0.29145 -2.09082 -0.80582
H 1.93704 -0.10318 -1.41244
H 0.25549 0.39597 -1.61676
H 0.51259 2.23318 0.21559
H 1.32851 1.68493 1.60687
H 2.50044 2.06211 -1.18039
H 3.09580 2.70107 0.26341
H 3.27562 0.94666 0.01092
H -0.41604 -1.26668 1.21609
H -1.21109 -0.05922 0.30705
H -0.80854 1.60410 2.20723
H 0.06544 0.32300 3.05229
H -1.65626 0.14695 2.67347
C 2.11194 6.82820 5.22085
C 0.93662 6.98294 4.26209
N 0.34547 5.71035 3.88718
C 1.33710 4.74494 3.39635
C 2.10115 5.15219 2.13711
C -0.73050 5.93927 2.92283
C -1.92633 6.58395 3.63513
H 2.98766 6.45889 4.68215
H 1.86437 6.04886 5.94362
H 2.34579 7.76622 5.71404
H 0.14918 7.53952 4.77876
H 1.20208 7.58752 3.37654
H 1.98694 4.43921 4.21201
H 0.71144 3.89121 3.11228
H 2.80348 4.36770 1.84263
H 1.37059 5.25097 1.33314
H 2.69586 6.06271 2.22110
H -1.05659 5.00014 2.47563
H -0.35990 6.64339 2.16025
H -1.91745 6.28116 4.68526
H -2.88993 6.32754 3.19732
H -1.87496 7.67525 3.66450
C 5.19897 3.38456 -1.71016
C 6.42533 4.28492 -1.50017
N 7.70706 3.63161 -1.50420
C 7.98773 2.92024 -2.74312
C 7.90771 3.81207 -3.97087
C 7.93289 2.80353 -0.30438
C 8.42316 3.66238 0.84375
H 5.15999 2.47720 -1.10321
H 5.25934 2.93265 -2.71192
H 4.27578 3.95214 -1.62696
H 6.40300 5.07478 -2.25307
H 6.29593 4.81484 -0.55016
H 9.04638 2.62990 -2.65990
H 7.48166 1.94767 -2.88146
H 8.39921 4.76053 -3.75130
H 8.43032 3.37720 -4.82151
H 6.86862 4.00035 -4.24789
H 8.65967 2.03385 -0.55598
H 6.97719 2.33184 -0.03122
H 7.70011 4.42016 1.13476
H 9.35688 4.13132 0.53401
H 8.62852 3.04378 1.72135
C 6.42147 -1.21396 -1.13433
C 4.95883 -0.92350 -1.47502
N 4.39979 -1.64662 -2.61030
C 4.83334 -1.13833 -3.91262
C 4.17500 0.19516 -4.25549
C 4.48500 -3.08352 -2.47486
C 3.34158 -3.79718 -3.19843
H 6.59196 -2.25492 -0.85143
H 6.67556 -0.65615 -0.22745
H 7.09000 -0.94509 -1.95005
H 4.28105 -1.17720 -0.64760
H 4.83808 0.16054 -1.55461
H 4.59638 -1.87643 -4.67342
H 5.92520 -0.97980 -3.88423
H 4.14148 0.29705 -5.34418
H 4.63634 1.06709 -3.80071
H 3.12006 0.17591 -3.96263
H 5.44429 -3.48812 -2.84773
H 4.41742 -3.33549 -1.41306
H 2.40922 -3.65353 -2.65494
H 3.22526 -3.39484 -4.20910
H 3.52036 -4.86379 -3.34403
C 0.07877 -3.99671 -4.14126
C -0.22886 -5.36226 -4.73869
N -1.57707 -5.83196 -4.43923
C -1.99184 -6.87047 -5.38428
C -1.13277 -8.13659 -5.45403
C -1.65462 -6.24921 -3.03277
C -3.08860 -6.62255 -2.61500
H -0.71106 -3.26357 -4.30390
H 1.05727 -3.66664 -4.49169
H 0.18367 -4.03814 -3.05228
H -0.04979 -5.31451 -5.81677
H 0.51824 -6.08732 -4.36583
H -3.02937 -7.13673 -5.17737
H -2.02796 -6.34244 -6.34308
H -1.32272 -8.65693 -6.39200
H -0.06996 -7.89361 -5.43229
H -1.34231 -8.79553 -4.61143
H -1.32958 -5.39020 -2.45199
H -0.95567 -7.08642 -2.87545
H -3.14668 -7.59645 -2.14112
H -3.78427 -6.51613 -3.44655
H -3.47163 -5.85135 -1.93882
C -3.97015 -1.29970 -2.72218
C -5.41339 -1.64703 -3.08987
N -5.71883 -1.41389 -4.48624
C -7.16139 -1.21296 -4.68642
C -7.56004 0.19911 -4.33325
C -5.20126 -2.46475 -5.34255
C -5.05298 -2.00096 -6.77919
H -3.89831 -1.11680 -1.64905
H -3.72387 -0.40471 -3.29491
H -3.25111 -2.08463 -2.96524
H -5.62883 -2.70066 -2.80966
H -6.07397 -1.07456 -2.43566
H -7.35973 -1.40169 -5.73922
H -7.72579 -1.93575 -4.07666
H -8.50331 0.52523 -4.79129
H -7.81630 0.30980 -3.27360
H -6.79826 0.91803 -4.62534
H -5.87899 -3.33814 -5.31649
H -4.24827 -2.80962 -4.95961
H -6.00164 -2.05239 -7.32001
H -4.37466 -2.63259 -7.35867
H -4.69204 -0.97327 -6.81359
C -2.10925 3.59556 -1.44056
C -2.57009 2.62332 -0.36165
N -4.00852 2.73494 -0.12581
C -4.38009 2.47759 1.25378
C -4.21959 3.76313 2.05027
C -4.82177 1.95431 -1.05817
C -6.19712 2.62514 -1.16719
H -2.54759 3.36173 -2.41189
H -1.02236 3.54610 -1.56271
H -2.37223 4.61126 -1.14906
H -2.27536 1.59230 -0.61569
H -1.98992 2.86065 0.53626
H -5.42305 2.16626 1.33952
H -3.79686 1.63434 1.66081
H -3.19920 4.14807 1.97648
H -4.87987 4.53105 1.65086
H -4.41458 3.60155 3.11312
H -4.95560 0.95647 -0.60525
H -4.43195 1.94321 -2.07209
H -6.60556 2.86996 -0.18421
H -6.97975 2.04942 -1.66612
H -6.08056 3.55825 -1.72390
C -3.67744 -2.85782 6.19123
C -3.26800 -1.46142 5.70701
N -4.19961 -0.83165 4.79677
C -3.96393 0.61449 4.65603
C -5.27725 1.35867 4.88228
C -4.28376 -1.56522 3.53586
C -5.41555 -1.03874 2.66350
H -3.20684 -3.02499 7.15975
H -3.44448 -3.64444 5.47702
H -4.75274 -2.89149 6.39262
H -3.17393 -0.84918 6.60750
H -2.23666 -1.54390 5.30323
H -3.63678 0.76516 3.62002
H -3.21714 0.99957 5.34534
H -6.03426 1.23591 4.11321
H -5.04937 2.39536 5.14362
H -5.75705 0.94852 5.77764
H -3.34062 -1.46855 2.96127
H -4.48017 -2.61264 3.75607
H -5.24632 -0.00269 2.35804
H -5.48563 -1.55633 1.70118
H -6.39318 -1.06236 3.14509
C 2.67312 -1.32226 6.31054
C 2.79447 -2.71689 5.68712
N 2.03682 -2.94697 4.46148
C 2.62188 -2.30076 3.29733
C 3.82210 -3.06104 2.76428
C 0.61242 -2.67231 4.60403
C -0.05646 -3.54007 5.63650
H 1.66738 -1.15623 6.70111
H 2.87635 -0.53195 5.59020
H 3.39346 -1.27899 7.12748
H 3.85277 -2.87313 5.46389
H 2.52743 -3.50288 6.39603
H 1.85893 -2.32980 2.51345
H 2.84791 -1.23354 3.44994
H 4.68784 -3.04225 3.42589
H 3.55386 -4.10618 2.60020
H 4.10499 -2.66533 1.78443
H 0.17594 -2.84937 3.61240
H 0.38218 -1.60046 4.76651
H 0.39864 -4.53406 5.66674
H -1.12804 -3.63382 5.49190
H 0.17464 -3.15312 6.63655
*
```

Results
HOMO-LUMO gap = 8.737 eV
SMILES = CCN(CC)CC.CCN(CC)CC.CCN(CC)CC.CCN(CC)CC.CCN(CC)CC.CCN(CC)CC.CCN(CC)CC.CCN(CC)CC.CCN(CC)CC


| no. | energy (hartree) |
| --- | --- |
| 1 | -5550.8947 |
| 2 | -2631.0897 |